1.
Molecular formula: C18H22N2O2
Method: DFT, ωB97M-V/def2-TZVPD

Geometry as XYZ:
```
44
Properties=species:S:1:pos:R:3:forces:R:3
C -0.51811 2.35403 -5.28550 -0.1 0.0 0.3
H 0.17743 1.96291 -6.02541 0.1 0.0 -0.1
H -0.37216 3.42950 -5.21245 0.0 0.1 -0.1
H -1.53078 2.16942 -5.63682 -0.1 0.0 -0.1
C -0.29100 1.68230 -3.93396 0.2 -0.1 -0.3
C -0.53969 0.18045 -4.03737 -0.1 0.2 0.2
H -0.39787 -0.29906 -3.07141 0.0 -0.1 0.0
H 0.14742 -0.26954 -4.75139 0.1 -0.1 -0.1
H -1.55623 -0.01410 -4.37183 -0.1 -0.1 0.0
H -0.99744 2.10192 -3.20918 0.0 0.0 0.0
C 1.13675 1.96660 -3.43543 -0.3 0.0 0.1
C 1.35438 1.45250 -2.04297 0.2 0.0 0.0
C 2.06172 0.28198 -1.80755 0.0 0.1 -0.1
C 2.23476 -0.20161 -0.52217 0.0 0.0 0.2
C 1.71011 0.48197 0.56552 0.0 0.1 0.0
C 0.99503 1.65200 0.33184 0.0 0.0 0.0
C 0.82081 2.12953 -0.95195 0.0 0.0 0.0
H 0.26865 3.04455 -1.11167 -0.1 0.1 0.0
H 0.57324 2.18724 1.17000 0.0 0.1 0.1
C 1.82767 -0.02165 1.98812 0.1 0.0 0.1
N 0.64843 -0.81408 2.31237 0.3 -0.1 0.0
C -0.35374 -0.33755 3.08755 0.0 -0.5 -0.1
O -0.32292 0.75868 3.61159 -0.1 0.3 0.1
C -1.50739 -1.26298 3.27582 0.0 -0.3 0.1
C -1.40970 -2.62254 3.25725 0.2 0.6 -0.1
N -2.49453 -3.39301 3.47700 0.0 -0.3 0.0
C -3.78403 -2.91439 3.73479 0.1 -0.1 0.0
O -4.68776 -3.70839 3.90374 -0.3 -0.1 0.1
C -3.86657 -1.47411 3.77545 0.0 0.3 0.0
C -2.78132 -0.69520 3.56738 -0.1 -0.2 0.0
H -2.84125 0.38189 3.61877 0.0 0.1 0.0
H -4.83635 -1.05544 3.99203 -0.1 0.0 0.0
H -2.40827 -4.40264 3.47990 -0.1 0.2 0.0
H -0.47601 -3.14467 3.10039 0.0 0.0 0.0
H 0.51353 -1.65667 1.77740 -0.1 0.1 0.0
C 3.08698 -0.83581 2.26973 -0.2 0.2 0.0
H 3.15784 -1.04666 3.33402 0.0 0.0 0.1
H 3.07122 -1.78284 1.73468 0.1 -0.1 -0.1
H 3.96596 -0.27488 1.96448 0.1 0.0 0.0
H 1.79094 0.83738 2.66701 0.0 -0.2 -0.2
H 2.79174 -1.11529 -0.37875 0.1 -0.1 0.0
H 2.48565 -0.26144 -2.64021 0.0 0.0 -0.1
H 1.30265 3.04646 -3.45084 0.1 0.0 -0.1
H 1.85018 1.50324 -4.11996 0.0 0.0 -0.1
```
Forces are in eV/Å.

Results
* charge: 0
* Kohn-Sham gap: 0.3346 Ha
* SMILES: CC(C)Cc1ccc([C@H](C)NC(=O)c2ccc(=O)[nH]c2)cc1
* ΔE to the lowest compared entry with this formula, charge and spin: 15.7 kcal/mol
* LUMO level: 0.4 eV
* molar mass: 298.4 g mol⁻¹
* energy: -26099.6722 eV

Mulliken charges, unit e, in atom order:
1. C -1.60
2. H 0.35
3. H 0.38
4. H 0.41
5. C 0.91
6. C -1.46
7. H 0.34
8. H 0.31
9. H 0.45
10. H 0.26
11. C -1.50
12. C 0.65
13. C -0.82
14. C -0.23
15. C 0.54
16. C -0.78
17. C -0.46
18. H 0.43
19. H 0.42
20. C -0.09
21. N -0.16
22. C 0.43
23. O -0.66
24. C 0.31
25. C -0.20
26. N -0.05
27. C 0.14
28. O -0.66
29. C -0.58
30. C -0.33
31. H 0.45
32. H 0.41
33. H 0.23
34. H 0.43
35. H 0.35
36. C -1.69
37. H 0.45
38. H 0.31
39. H 0.37
40. H 0.55
41. H 0.24
42. H 0.32
43. H 0.43
44. H 0.39

---

2.
Molecular formula: C3H8IN2O
Method: DFT, ωB97M-V/def2-TZVPD

Geometry as XYZ:
```
15
Properties=species:S:1:pos:R:3:forces:R:3
C -0.26801 -0.63375 0.05179 1.6 -1.7 -1.5
C -1.25542 1.01991 1.50201 1.8 -0.3 1.3
C 0.48650 -0.71417 -1.32516 -0.6 -0.6 1.7
N -0.22801 0.66256 0.50226 1.1 1.4 -0.7
N 0.85994 0.31022 -1.95203 0.3 0.0 -0.8
O 0.39235 -1.67289 0.88735 -1.4 0.6 -0.5
I 2.33491 -1.90601 0.72540 0.4 0.2 0.1
H -1.29568 -1.04317 -0.16375 0.8 0.5 0.6
H -2.18827 0.69970 1.14994 -1.4 -0.4 -0.9
H -1.34232 2.10722 1.66750 0.5 -0.7 0.2
H -1.06141 0.37162 2.39699 -0.2 1.3 -0.2
H 0.76933 -1.65738 -1.67826 -0.2 -1.5 -0.8
H 0.76786 1.06406 0.49268 -2.2 -0.7 1.1
H 0.70895 1.11569 -1.36702 -0.3 1.4 -0.7
H 1.31928 0.27638 -2.88970 -0.4 0.3 1.3
```
Forces are in eV/Å.

Results
* charge: +1
* Kohn-Sham gap: 0.2990 Ha
* SMILES: CN[C@@H](C=[NH2+])OI
* ΔE to the lowest compared entry with this formula, charge and spin: 52.2 kcal/mol
* LUMO level: -5.2 eV
* molar mass: 215.0 g mol⁻¹
* energy: -16359.9205 eV

Mulliken charges, unit e, in atom order:
1. C 0.37
2. C -0.86
3. C -0.57
4. N -0.44
5. N -0.12
6. O -0.58
7. I 0.31
8. H 0.44
9. H 0.31
10. H 0.33
11. H 0.31
12. H 0.55
13. H 0.34
14. H 0.32
15. H 0.29

---

3.
Molecular formula: C27H17MnN16O4
Method: DFT, ωB97M-V/def2-TZVPD

Geometry as XYZ:
```
65
Properties=species:S:1:pos:R:3:forces:R:3
Mn -0.35340 0.44380 -1.04368 -0.2 0.5 -1.5
C -3.69879 -2.06681 -0.02408 0.2 -0.7 0.5
C -2.95901 -1.06407 -0.60277 0.5 0.0 -0.1
N -1.62555 -1.02765 -0.50700 -1.1 -3.2 2.0
C -1.02803 -2.01116 0.26575 -2.1 0.9 -1.0
C -1.83226 -2.99084 0.86084 0.8 0.1 0.0
N -3.13031 -3.04697 0.70954 -0.8 0.6 -0.4
C 0.39656 -1.90225 0.36864 2.0 -0.4 0.3
C 1.27380 -2.87163 0.85809 -1.6 0.7 -0.4
C 2.65747 -2.70696 0.69696 0.6 0.7 -0.2
C 3.11348 -1.48693 0.17784 -0.6 -0.1 0.0
C 2.20165 -0.50357 -0.20695 0.5 -0.1 0.1
N 0.86627 -0.74295 -0.14834 0.3 -1.1 1.0
C 2.49696 0.80176 -0.72109 -0.9 0.7 -0.6
C 3.73171 1.46600 -0.68329 0.2 -0.3 0.1
N 3.90928 2.69858 -1.08647 -0.2 0.2 -0.1
C 2.81442 3.35244 -1.54218 0.3 -0.1 0.1
C 1.57909 2.75470 -1.59425 0.0 -0.3 0.0
N 1.39012 1.48058 -1.22430 3.0 0.8 0.6
C 3.59622 -3.79319 0.97673 0.3 -0.3 0.0
C 4.98314 -3.58750 1.01358 -0.1 -0.1 0.0
C 5.83516 -4.65952 1.18900 0.0 0.2 0.0
N 5.42580 -5.90704 1.36097 0.3 -0.4 0.1
C 4.11726 -6.11344 1.35258 -0.1 -0.1 0.0
C 3.17643 -5.11907 1.16023 0.1 0.2 0.0
H -4.77089 -2.10822 -0.12866 -0.1 0.1 0.0
H -3.43186 -0.26955 -1.16527 0.0 0.1 -0.1
H -1.38317 -3.73779 1.50318 0.1 -0.1 0.0
H 0.86793 -3.75516 1.31932 0.0 -0.2 0.0
H 4.16242 -1.32564 -0.00545 0.1 0.1 0.0
H 4.60113 0.96292 -0.27535 0.0 -0.1 0.0
H 2.96455 4.37571 -1.85052 -0.1 0.1 0.0
H 0.70739 3.30082 -1.93209 -0.1 0.0 -0.1
H 5.41079 -2.60524 0.90403 0.0 0.1 0.0
H 6.91019 -4.52138 1.17834 0.0 0.1 0.0
H 3.81921 -7.14664 1.49025 -0.2 0.0 0.0
H 2.13390 -5.39374 1.12782 -0.1 0.0 0.0
N -1.11419 0.64187 -4.41433 -0.2 0.2 -0.5
C -0.33595 -0.38762 -3.98251 0.7 -0.8 1.1
N 0.16188 -1.34855 -4.74396 -0.8 0.9 -0.6
N 0.82914 -2.13328 -3.91073 0.5 -0.7 0.1
N 0.76511 -1.70062 -2.71575 0.4 -0.4 0.8
N 0.03320 -0.57052 -2.68503 -0.3 -0.1 -2.1
C -1.57812 1.60564 -3.57103 0.0 0.4 1.1
N -2.21705 2.71088 -3.92367 0.4 -0.9 -0.9
N -2.43736 3.35360 -2.78443 -0.4 0.6 0.5
N -1.98196 2.70410 -1.78733 -0.2 0.5 0.8
N -1.41591 1.56544 -2.21416 -0.6 0.3 -1.9
H -1.28525 0.72291 -5.40339 0.0 0.1 0.1
O -1.44263 0.14690 2.12945 -0.4 0.5 0.3
C -1.45688 1.22290 1.53670 0.7 -1.4 -0.2
O -0.79534 1.41952 0.44773 -0.4 1.5 1.0
C -2.27834 2.37179 2.00967 -0.5 0.4 0.2
C -3.18468 2.14086 3.04671 0.3 -0.1 -0.3
C -4.04006 3.13430 3.45621 -0.3 0.6 0.1
C -3.97452 4.38360 2.83516 1.3 -1.5 -0.7
C -3.06941 4.62668 1.79962 -0.5 0.3 0.4
C -2.22812 3.61943 1.38499 0.2 -0.5 0.1
N -4.85299 5.41289 3.24925 -1.3 1.6 0.7
O -4.72225 6.53059 2.75222 -0.1 -0.7 0.4
O -5.70783 5.14185 4.09341 0.5 0.2 -0.5
H -3.20167 1.16026 3.49514 0.0 -0.1 0.1
H -4.77399 2.97987 4.23293 0.1 0.0 0.0
H -3.07426 5.60064 1.33384 0.1 0.0 0.0
H -1.54962 3.77165 0.56133 0.0 0.0 -0.1
```
Forces are in eV/Å.

Results
* charge: -1
* Kohn-Sham gap (spin up / spin down): 0.1629 / 0.2588 Ha
* ΔE to the lowest compared entry with this formula, charge and spin: 28.0 kcal/mol
* LUMO level (spin up / spin down): 1.1 / 1.1 eV
* molar mass: 684.5 g mol⁻¹
* energy: -91626.6825 eV
* spin multiplicity: 6

Mulliken charges, unit e, in atom order:
1. Mn -0.42
2. C -0.52
3. C -0.24
4. N 0.41
5. C 0.05
6. C -0.29
7. N -0.66
8. C 0.25
9. C -0.79
10. C 1.19
11. C -0.74
12. C -0.03
13. N 0.90
14. C -0.23
15. C -0.22
16. N -0.68
17. C -0.51
18. C -0.24
19. N 0.45
20. C 0.87
21. C -0.47
22. C -0.40
23. N -0.68
24. C -0.36
25. C -0.53
26. H 0.41
27. H 0.40
28. H 0.40
29. H 0.30
30. H 0.33
31. H 0.39
32. H 0.39
33. H 0.33
34. H 0.35
35. H 0.37
36. H 0.37
37. H 0.28
38. N 0.00
39. C 0.43
40. N -0.64
41. N -0.81
42. N -0.54
43. N 1.11
44. C 0.27
45. N -0.57
46. N -0.82
47. N -0.27
48. N 0.92
49. H 0.26
50. O -0.65
51. C 0.39
52. O -0.34
53. C 0.05
54. C -0.59
55. C -0.48
56. C 0.09
57. C -0.58
58. C -0.18
59. N 0.97
60. O -0.61
61. O -0.62
62. H 0.50
63. H 0.47
64. H 0.47
65. H 0.36

---

4.
Molecular formula: C26H28BrCrN6O4S2Si
Method: DFT, ωB97M-V/def2-TZVPD

Geometry as XYZ:
```
69
Properties=species:S:1:pos:R:3:forces:R:3
Cr -1.74238 0.37642 -0.02852 0.0 2.8 -0.7
C -2.46016 0.81873 3.16051 -0.2 0.1 0.0
O -1.43950 0.47238 2.22506 0.0 -0.2 -0.3
C -0.13918 0.51434 2.63476 0.2 0.0 0.0
C 0.24945 0.70384 3.94582 -0.1 0.0 0.0
C 1.60499 0.75321 4.25097 0.1 0.0 0.2
Br 2.12605 1.01224 6.05756 0.0 0.0 -0.1
C 2.56823 0.64197 3.28005 0.0 0.0 -0.1
C 2.18476 0.45215 1.94779 -0.4 0.0 0.2
C 0.82235 0.35849 1.62410 0.3 0.1 0.1
O 0.40569 0.13441 0.36440 0.3 -0.1 -0.3
C 3.14779 0.42640 0.85908 0.2 0.0 -0.4
N 2.78859 0.29565 -0.40040 -0.4 0.0 0.2
C 3.93504 0.39297 -1.16106 0.3 0.1 0.2
C 4.11796 0.34575 -2.54014 0.0 0.0 0.0
C 5.40757 0.48670 -3.01204 -0.1 0.0 -0.1
C 6.49394 0.66633 -2.14554 0.0 0.0 0.1
C 6.32650 0.71615 -0.77490 0.1 0.0 0.0
C 5.02893 0.58106 -0.30111 -0.2 0.0 -0.3
N 4.49363 0.59599 0.97333 0.0 0.0 0.2
H -2.27269 1.80564 3.58456 0.0 0.0 -0.1
H -2.52430 0.07176 3.95338 0.0 0.0 0.0
H -3.38856 0.83623 2.59708 0.0 0.0 0.0
H -0.47909 0.82820 4.73295 0.0 0.0 0.0
H 3.61255 0.70582 3.55226 0.0 0.0 0.0
H 1.24456 0.21181 -0.25955 -0.3 -0.1 0.2
H 3.27603 0.21103 -3.20549 0.0 0.0 0.0
H 5.58704 0.46240 -4.07868 0.0 0.0 0.0
H 7.48714 0.77323 -2.56063 0.0 0.0 0.0
H 7.16552 0.85445 -0.10529 0.0 0.0 0.0
H 5.00498 0.74036 1.82511 0.0 0.0 0.0
S -2.09401 0.12559 -2.34068 0.2 -0.1 0.1
C -3.76689 0.39463 -1.98472 0.0 0.0 0.1
S -4.06359 0.65965 -0.30241 0.0 -0.1 0.2
C -4.74945 0.39982 -2.94126 0.1 0.0 0.0
C -4.44658 0.13871 -4.30582 0.1 0.0 -0.2
N -4.21259 -0.08255 -5.41218 0.0 0.0 0.1
C -6.11200 0.63623 -2.61228 -0.2 0.1 0.1
N -7.21870 0.82785 -2.35579 0.1 0.0 0.0
C -2.21900 4.18675 -1.96619 0.2 0.0 0.2
Si -0.96239 3.63209 -0.67211 0.1 0.6 -0.4
C -0.89881 4.83597 0.78738 0.0 -0.1 -0.3
C 0.75709 3.59468 -1.47802 -0.3 0.0 0.1
O -1.34763 2.18640 -0.09995 -0.1 -0.7 0.6
H -2.00303 5.18757 -2.34945 0.0 0.0 0.0
H -3.22789 4.19267 -1.54772 0.0 0.0 0.0
H -2.21465 3.49257 -2.80986 0.0 0.0 0.0
H -0.57723 5.82945 0.46272 0.0 0.0 0.1
H -0.19507 4.48376 1.54593 0.0 0.0 0.0
H -1.88092 4.93252 1.25523 0.0 0.0 0.0
H 0.96855 4.54226 -1.98084 0.0 0.0 0.0
H 0.81817 2.79903 -2.22527 0.0 0.0 0.0
H 1.54686 3.42674 -0.73960 0.0 0.0 0.0
N -1.86169 -1.51339 0.21344 0.1 -2.1 0.5
C -1.60132 -2.63520 0.28912 -0.2 0.0 -0.2
N -1.36984 -3.91738 0.25435 0.0 -0.1 0.0
C -1.09950 -4.57031 -1.03472 -0.1 -0.2 -0.1
C -1.73208 -5.95301 -1.00378 0.0 0.1 0.1
O -1.27314 -6.69205 0.11492 0.1 0.0 0.0
C -1.62029 -6.06487 1.33328 0.0 0.1 0.0
C -0.98186 -4.68550 1.43705 0.0 -0.2 0.1
H -0.01863 -4.66000 -1.17809 0.0 0.0 0.0
H -1.52039 -3.96596 -1.83690 0.0 0.0 0.0
H -1.44891 -6.51603 -1.89062 0.0 0.0 0.0
H -2.82420 -5.85683 -0.96897 0.0 0.0 0.0
H -1.25757 -6.70868 2.13226 0.0 0.0 0.0
H -2.71072 -5.96860 1.41173 0.0 0.0 0.0
H 0.10722 -4.78869 1.46940 0.0 0.1 0.0
H -1.32077 -4.17196 2.33507 0.0 0.0 0.0
```
Forces are in eV/Å.

Results
* charge: 0
* Kohn-Sham gap (spin up / spin down): 0.2490 / 0.2518 Ha
* ΔE to the lowest compared entry with this formula, charge and spin: 4.8 kcal/mol
* LUMO level (spin up / spin down): -0.7 / -0.7 eV
* molar mass: 712.7 g mol⁻¹
* energy: -172562.1637 eV
* spin multiplicity: 4

Mulliken charges, unit e, in atom order:
1. Cr -0.40
2. C -1.12
3. O 0.41
4. C 0.99
5. C -0.44
6. C -0.87
7. Br -0.21
8. C -0.58
9. C 0.84
10. C 0.11
11. O -0.19
12. C -0.18
13. N -0.09
14. C 0.15
15. C -0.85
16. C -0.57
17. C -0.41
18. C -1.04
19. C 0.70
20. N -0.10
21. H 0.38
22. H 0.30
23. H 0.28
24. H 0.63
25. H 0.53
26. H 0.37
27. H 0.47
28. H 0.39
29. H 0.39
30. H 0.39
31. H 0.21
32. S -0.47
33. C 1.37
34. S -0.72
35. C 0.48
36. C -0.08
37. N -0.53
38. C -0.05
39. N -0.52
40. C -1.04
41. Si 0.29
42. C -1.13
43. C -1.03
44. O -0.61
45. H 0.39
46. H 0.29
47. H 0.26
48. H 0.36
49. H 0.28
50. H 0.29
51. H 0.48
52. H 0.24
53. H 0.21
54. N 0.17
55. C 0.33
56. N 0.11
57. C -0.51
58. C -0.62
59. O -0.38
60. C -0.65
61. C -0.51
62. H 0.28
63. H 0.43
64. H 0.35
65. H 0.34
66. H 0.35
67. H 0.35
68. H 0.30
69. H 0.39